Entry 1:
# C2H2BrF2I

C2H2BrF2I as an isolated structure (ωB97M-V/def2-TZVPD, the OMol25 dataset).

```
! wB97M-V def2-TZVPD RIJCOSX def2/J DEFGRID3
* xyz 0 1
C 0.979 0.922 -0.344
C -1.034 -0.549 0.377
F -1.739 0.265 1.227
F -1.810 -0.720 -0.700
Br 2.262 -0.389 -0.468
I -0.146 -2.252 1.016
H 1.160 1.804 0.143
H 0.329 0.920 -1.252
*
```

- Total energy: -85680.5707 eV
- Energy above the lowest of the compared OMol25 structures with the same formula, charge and spin: 78.6 kcal per mole
- HOMO level (spin up / spin down): -8.68 / -8.65 eV
- HOMO-LUMO gap (spin up / spin down): 8.346 / 8.173 eV
- Molecular weight: 270.8 g/mol

---

Entry 2:
# C21H38AuIO3P2

C21H38AuIO3P2 as an isolated structure (ωB97M-V/def2-TZVPD, the OMol25 dataset).

```
! wB97M-V def2-TZVPD RIJCOSX def2/J DEFGRID3
* xyz 2 3
C -0.554 0.564 -4.462
C -0.430 0.812 -3.090
H -0.554 1.504 -5.055
H -1.487 0.006 -4.657
H 0.289 -0.052 -4.833
O -0.281 1.483 -2.136
I -0.077 1.112 0.657
Au -0.687 -2.586 -2.661
P 1.588 -1.965 -2.649
C 2.321 -0.340 -2.274
C 2.164 -2.913 -1.218
H 3.248 -3.092 -1.221
H 3.672 -2.375 -3.872
H 1.631 -3.868 -1.220
H 2.346 -3.472 -4.396
H 1.932 0.062 -1.327
H 1.893 -2.364 -0.304
C 2.594 -2.447 -4.088
H 3.417 -0.445 -2.195
H 2.366 -1.773 -4.928
H 2.106 0.402 -3.056
P -2.834 -1.816 -2.256
C -3.117 -0.166 -1.532
C -3.996 -1.812 -3.650
H -3.332 -3.934 -1.264
H -4.619 -2.777 -0.828
H -3.025 -2.690 -0.037
C -3.540 -2.898 -0.983
H -3.955 -2.779 -4.163
H -5.032 -1.620 -3.331
H -4.166 -0.072 -1.217
H -2.907 0.637 -2.242
H -3.712 -1.030 -4.367
H -2.472 -0.013 -0.659
C -0.759 3.828 -2.089
O -1.909 3.635 -2.192
C 0.897 4.273 1.588
C 0.087 3.745 2.780
C -1.416 3.690 2.470
C 0.610 2.421 3.365
C 1.165 2.502 4.637
C 1.705 1.380 5.262
C 1.592 0.127 4.641
C 1.049 0.025 3.357
C 1.010 -1.370 2.745
C 2.397 -2.018 2.680
C 0.046 -2.268 3.519
C 0.575 1.183 2.696
O 0.399 4.024 -1.993
H 1.936 4.419 1.906
H 0.896 3.564 0.751
H 0.484 5.236 1.252
H 0.235 4.483 3.590
H -1.598 2.865 1.769
H -2.008 3.495 3.376
H -1.781 4.621 2.018
H 1.185 3.484 5.127
H 2.183 1.477 6.230
H 1.974 -0.773 5.133
H 0.610 -1.280 1.730
H 2.775 -2.199 3.690
H 2.379 -2.984 2.163
H 3.121 -1.382 2.159
H -0.948 -1.811 3.560
H -0.058 -3.248 3.043
H 0.373 -2.431 4.551
*
```

- Total energy: -58890.6200 eV
- Energy above the lowest of the compared OMol25 structures with the same formula, charge and spin: 22.6 kcal per mole
- HOMO level (spin up / spin down): -12.21 / -14.49 eV
- HOMO-LUMO gap (spin up / spin down): 6.793 / 4.677 eV
- Molecular weight: 724.4 g/mol

---

Entry 3:
# C6H12O

The molecule C6H12O (ωB97M-V/def2-TZVPD, the OMol25 dataset).

```
! wB97M-V def2-TZVPD RIJCOSX def2/J DEFGRID3
* xyz 0 1
C -1.993 -0.957 -0.065
C -1.498 0.467 0.112
C -0.894 1.037 -1.102
C -0.035 0.734 0.256
C 0.948 -0.423 0.327
C 2.326 0.019 -0.134
O 0.997 -0.981 1.640
H -1.415 -1.502 -0.819
H -3.023 -0.907 -0.436
H -1.973 -1.531 0.862
H -2.187 1.097 0.666
H -0.664 0.440 -1.969
H -1.158 2.081 -1.312
H 0.330 1.678 -0.171
H 0.615 -1.268 -0.287
H 2.289 0.350 -1.178
H 3.042 -0.802 -0.046
H 2.673 0.860 0.479
H 1.130 -0.251 2.260
*
```

- Total energy: -8461.5288 eV
- Energy above the lowest of the compared OMol25 structures with the same formula, charge and spin: 65.1 kcal per mole
- HOMO level: -8.73 eV
- SMILES: C[C@@H]1C[C@@H]1[C@@H](C)O
- HOMO-LUMO gap: 9.821 eV
- Molecular weight: 100.2 g/mol

---

Entry 4:
# H24HeO12

H24HeO12 as an isolated structure (ωB97M-V/def2-TZVPD, the OMol25 dataset).

```
! wB97M-V def2-TZVPD RIJCOSX def2/J DEFGRID3
* xyz 0 1
He -0.378 0.307 0.376
O 2.512 3.049 0.632
H 1.878 3.182 1.337
H 2.277 3.702 -0.027
O -1.923 -1.327 3.105
H -2.457 -2.111 3.237
H -1.108 -1.653 2.723
O 0.481 -2.576 2.150
H 0.683 -2.655 3.083
H 0.930 -1.777 1.874
O 1.166 -1.936 -2.348
H 1.757 -2.101 -3.083
H 1.492 -1.127 -1.955
O -3.212 0.539 1.340
H -2.607 1.156 0.927
H -2.645 -0.100 1.772
O 2.117 -0.461 1.306
H 2.025 -0.052 0.445
H 3.041 -0.706 1.358
O -1.884 2.253 -0.518
H -2.787 2.565 -0.581
H -1.385 3.020 -0.235
O 2.857 0.350 -1.446
H 3.748 0.097 -1.689
H 2.961 1.180 -0.981
O -2.535 -3.129 -1.349
H -3.129 -3.595 -1.938
H -2.140 -2.449 -1.895
O -0.751 1.486 -2.855
H -1.225 2.233 -3.222
H -0.941 1.518 -1.917
O 1.550 2.010 3.189
H 2.042 1.423 2.616
H 0.983 1.430 3.698
O -1.423 -1.481 -3.158
H -1.470 -0.553 -2.930
H -0.501 -1.712 -3.039
*
```

- Total energy: -25039.2745 eV
- Energy above the lowest of the compared OMol25 structures with the same formula, charge and spin: 20.5 kcal per mole
- HOMO level: -9.74 eV
- HOMO-LUMO gap: 9.461 eV
- Molecular weight: 220.2 g/mol

---

Entry 5:
# CClNO5

The molecule CClNO5 (ωB97M-V/def2-TZVPD, the OMol25 dataset).

```
! wB97M-V def2-TZVPD RIJCOSX def2/J DEFGRID3
* xyz 0 1
O 1.259 -1.085 -1.001
C 1.437 -0.336 -0.148
Cl 2.970 0.531 0.185
O 0.736 0.261 0.788
O -0.803 -0.114 1.000
N -1.650 0.181 -0.045
O -1.187 0.634 -1.002
O -2.763 -0.071 0.223
*
```

- Total energy: -25279.5853 eV
- Energy above the lowest of the compared OMol25 structures with the same formula, charge and spin: 52.2 kcal per mole
- HOMO level: -12.06 eV
- SMILES: O=C(Cl)OO[N+](=O)[O-]
- HOMO-LUMO gap: 10.019 eV
- Molecular weight: 141.5 g/mol

---

Entry 6:
# C3H7N2S

An isolated ion of composition C3H7N2S and charge +1 (ωB97M-V/def2-TZVPD, the OMol25 dataset).

```
! wB97M-V def2-TZVPD RIJCOSX def2/J DEFGRID3
* xyz 1 1
C -1.423 1.100 0.061
C -0.098 0.491 0.389
N 0.105 -0.701 -0.231
C 1.273 -1.390 0.154
N 2.341 -0.721 0.093
S 2.417 0.976 -0.054
H -2.022 1.298 0.969
H -1.967 0.277 -0.546
H -1.302 2.021 -0.447
H 0.601 0.605 1.249
H -0.623 -1.201 -0.769
H 1.261 -2.496 0.239
H 3.213 -1.211 0.191
*
```

- Total energy: -17030.6841 eV
- Energy above the lowest of the compared OMol25 structures with the same formula, charge and spin: 66.6 kcal per mole
- HOMO level: -13.03 eV
- SMILES: C/C=[NH+]/C=[NH+]\[S-]
- HOMO-LUMO gap: 7.715 eV
- Molecular weight: 103.2 g/mol

---

Entry 7:
# C18H11Cl2N3O5ReS2

C18H11Cl2N3O5ReS2 as an isolated structure (ωB97M-V/def2-TZVPD, the OMol25 dataset).

```
! wB97M-V def2-TZVPD RIJCOSX def2/J DEFGRID3
* xyz 2 4
Re 0.434 -0.303 0.212
Cl -5.944 -3.030 2.648
C -4.501 -2.189 2.279
C -4.275 -0.927 2.834
C -3.119 -0.222 2.547
Cl -2.873 1.316 3.292
C -2.154 -0.745 1.692
O -1.039 -0.043 1.451
C -2.379 -2.031 1.146
C -1.411 -2.684 0.337
O -0.317 -2.189 -0.035
C -3.552 -2.746 1.448
H -5.009 -0.496 3.502
H -1.601 -3.710 0.018
H -3.707 -3.730 1.027
O -0.154 -1.323 -2.708
C 0.970 -0.920 -2.637
N 1.430 -0.268 -1.409
S 2.961 0.580 -1.709
O 2.631 1.953 -1.875
O 3.871 0.127 -0.716
C 3.185 -0.231 -3.243
C 4.313 -0.151 -4.032
C 4.279 -0.834 -5.244
C 3.156 -1.558 -5.638
C 2.030 -1.625 -4.831
C 2.059 -0.952 -3.617
H 5.182 0.415 -3.729
H 5.144 -0.798 -5.892
H 3.164 -2.076 -6.587
H 1.153 -2.185 -5.124
S 1.747 1.350 1.270
C 0.808 2.840 1.194
N -0.430 2.899 1.736
C -1.135 4.046 1.754
C -0.571 5.177 1.225
C 0.714 5.052 0.699
N 1.381 3.900 0.679
H -0.832 2.056 2.148
H -2.118 4.004 2.200
H -1.099 6.118 1.227
H 1.231 5.905 0.275
*
```

- Total energy: -82380.8179 eV
- Energy above the lowest of the compared OMol25 structures with the same formula, charge and spin: 48.9 kcal per mole
- HOMO level (spin up / spin down): -14.95 / -15.04 eV
- HOMO-LUMO gap (spin up / spin down): 6.088 / 6.108 eV
- Molecular weight: 670.5 g/mol

---

Entry 8:
# C36H25FN5PtSe

C36H25FN5PtSe as an isolated structure (ωB97M-V/def2-TZVPD, the OMol25 dataset).

```
! wB97M-V def2-TZVPD RIJCOSX def2/J DEFGRID3
* xyz 1 1
Pt -0.165 0.427 0.216
C 0.581 3.326 -3.198
C 1.727 3.964 -2.758
C 2.360 3.506 -1.616
C 1.830 2.432 -0.919
N 0.703 1.837 -1.347
C 0.105 2.261 -2.454
C 2.445 1.896 0.314
C 3.764 2.125 0.678
C 4.252 1.539 1.831
C 3.415 0.730 2.577
C 2.114 0.527 2.143
N 1.666 1.129 1.056
C 1.133 -0.344 2.834
C 1.477 -1.179 3.885
C 0.508 -1.979 4.466
C -0.796 -1.907 4.009
C -1.069 -1.060 2.953
N -0.132 -0.320 2.375
H 0.054 3.647 -4.084
H 2.117 4.818 -3.298
H 3.246 4.004 -1.247
H -0.793 1.732 -2.746
H 4.405 2.731 0.054
H 5.278 1.695 2.137
H 3.769 0.273 3.489
H 2.495 -1.223 4.242
H 0.773 -2.660 5.265
H -1.583 -2.496 4.458
H -2.070 -0.965 2.552
N 3.782 -8.710 0.508
C 3.362 -7.646 0.391
C 2.834 -6.315 0.244
C 1.567 -6.128 -0.308
C 1.056 -4.850 -0.437
C 1.798 -3.745 -0.013
C 3.074 -3.942 0.521
C 3.589 -5.218 0.650
C 1.229 -2.427 -0.079
C 0.710 -1.336 -0.137
H 0.996 -6.989 -0.628
H 0.075 -4.695 -0.865
H 3.655 -3.083 0.831
H 4.575 -5.380 1.065
F -2.910 0.560 -5.544
C -2.697 0.324 -4.247
C -3.385 1.075 -3.309
C -3.150 0.835 -1.969
C -2.244 -0.154 -1.549
C -2.075 -0.454 -0.125
C -1.573 -0.901 -2.541
C -1.787 -0.656 -3.883
H -4.090 1.827 -3.639
H -3.701 1.390 -1.222
H -1.953 -1.511 0.095
H -2.801 0.041 0.513
H -0.885 -1.680 -2.236
H -1.263 -1.207 -4.653
Se -1.088 2.587 1.315
C -2.783 3.253 0.732
C -3.838 3.324 1.630
C -5.043 3.865 1.196
N -5.243 4.295 -0.047
C -4.228 4.225 -0.903
C -2.977 3.730 -0.560
H -3.724 2.968 2.645
H -5.883 3.956 1.876
H -4.424 4.580 -1.910
H -2.168 3.726 -1.278
*
```

- Total energy: -116490.9625 eV
- Energy above the lowest of the compared OMol25 structures with the same formula, charge and spin: 0.0 kcal per mole
- HOMO level: -10.63 eV
- HOMO-LUMO gap: 5.907 eV
- Molecular weight: 820.7 g/mol

---

Entry 9:
# C20H31F3N3O8

A 3-piece molecular cluster, C20H31F3N3O8 overall (ωB97M-V/def2-TZVPD, the OMol25 dataset).

```
! wB97M-V def2-TZVPD RIJCOSX def2/J DEFGRID3
* xyz -1 1
C 7.797 -0.057 1.591
C 6.339 0.187 0.889
N 6.529 -0.095 -0.563
C 5.297 -0.601 -1.235
C 4.103 0.470 -1.384
C 2.854 0.129 -0.433
C 2.164 1.331 0.316
C 0.979 1.105 1.293
C 0.332 2.336 2.070
C -0.621 3.267 1.164
C 0.095 4.580 0.582
F 1.515 4.576 0.686
F -0.363 5.751 1.300
F -0.254 4.746 -0.791
C 0.515 -0.390 1.477
N 1.166 -1.505 0.764
C 0.647 -2.881 1.065
O 1.664 -3.914 0.820
N 1.004 -5.108 0.645
O 1.145 -5.507 -0.468
C 2.296 -1.285 -0.161
C 7.181 1.004 -1.291
C 7.090 2.563 -0.952
O 7.934 0.671 -2.271
H 7.693 -0.395 2.684
H 8.316 -0.921 1.032
H 8.486 0.850 1.497
H 5.979 1.242 1.142
H 5.648 -0.610 1.354
H 4.946 -1.527 -0.660
H 5.581 -0.952 -2.301
H 4.470 1.526 -1.105
H 3.725 0.563 -2.477
H 2.570 2.382 0.147
H 1.143 2.984 2.586
H -0.335 1.915 2.911
H -1.133 2.723 0.298
H -1.467 3.640 1.861
H -0.340 -0.664 2.190
H -0.266 -3.160 0.433
H 0.358 -2.983 2.185
H 2.769 -2.204 -0.667
H 7.682 2.866 -0.002
H 7.613 3.129 -1.818
H 6.027 2.986 -0.903
C -2.915 -0.261 0.325
O -3.762 -0.949 -0.268
O -2.585 0.924 0.005
O -2.252 -0.652 1.345
C -8.597 -3.355 -1.698
O -9.514 -2.269 -1.747
C -9.741 -1.696 -0.462
C -8.962 -0.395 -0.289
O -7.559 -0.636 -0.251
C -6.922 -0.319 -1.484
H -8.308 -3.603 -2.722
H -7.696 -3.102 -1.136
H -9.081 -4.229 -1.251
H -9.497 -2.408 0.334
H -10.813 -1.475 -0.397
H -9.235 0.051 0.673
H -9.216 0.322 -1.077
H -6.863 0.768 -1.602
H -7.450 -0.755 -2.338
H -5.907 -0.723 -1.459
*
```

- Total energy: -50233.9001 eV
- HOMO level: -2.40 eV
- HOMO-LUMO gap: 3.540 eV
- Molecular weight: 498.5 g/mol

---

Entry 10:
# C5H15N3O

A 3-piece molecular cluster, C5H15N3O overall (ωB97M-V/def2-TZVPD, the OMol25 dataset).

```
! wB97M-V def2-TZVPD RIJCOSX def2/J DEFGRID3
* xyz 0 1
C 2.140 -0.298 -0.428
C -0.474 0.154 -0.681
C -2.077 0.537 0.676
C 0.367 0.363 0.428
C 3.249 0.639 -0.031
N -0.615 -1.114 -1.222
N -3.190 1.012 -0.103
N -2.269 -0.750 1.257
O 2.259 -1.609 0.129
H 2.491 -1.510 1.060
H 2.113 -0.462 -1.505
H -0.542 0.961 -1.409
H -1.840 1.278 1.439
H -0.114 -1.844 -0.723
H -1.084 -1.166 -2.115
H -3.367 0.426 -0.912
H -3.069 1.972 -0.403
H -2.321 -1.466 0.537
H -3.115 -0.805 1.820
H 0.514 1.384 0.754
H 0.354 -0.377 1.218
H 4.245 0.202 -0.188
H 3.170 0.921 1.026
H 3.175 1.552 -0.624
*
```

- Total energy: -11942.2876 eV
- Energy above the lowest of the compared OMol25 structures with the same formula, charge and spin: 102.9 kcal per mole
- HOMO level: -6.19 eV
- HOMO-LUMO gap: 7.162 eV
- Molecular weight: 133.2 g/mol

---

Entry 11:
# C2H3Cl2P

A 2-piece molecular cluster, C2H3Cl2P overall (ωB97M-V/def2-TZVPD, the OMol25 dataset).

```
! wB97M-V def2-TZVPD RIJCOSX def2/J DEFGRID3
* xyz 0 1
C -1.123 -1.204 0.743
C 0.721 0.587 -1.188
P -0.213 -0.134 1.570
Cl 0.824 1.957 -0.167
Cl 2.223 0.093 -1.797
H -1.308 -1.392 -0.262
H -0.149 0.556 -1.754
H -0.975 -0.465 2.854
*
```

- Total energy: -36450.4516 eV
- Energy above the lowest of the compared OMol25 structures with the same formula, charge and spin: 140.9 kcal per mole
- HOMO level (spin up / spin down): -8.85 / -8.40 eV
- HOMO-LUMO gap (spin up / spin down): 8.322 / 7.597 eV
- Molecular weight: 128.9 g/mol

---

Entry 12:
# C2H4Cl2N2

The molecule C2H4Cl2N2 (ωB97M-V/def2-TZVPD, the OMol25 dataset).

```
! wB97M-V def2-TZVPD RIJCOSX def2/J DEFGRID3
* xyz 0 3
C 0.279 -0.119 -0.027
C -0.946 -0.489 0.597
N 1.293 -0.863 0.337
N 0.269 1.003 -0.717
Cl -2.333 -0.834 -0.511
Cl 2.897 -0.331 -0.158
H -1.422 0.183 1.360
H -0.684 -1.330 1.146
H -0.546 1.342 -1.085
H 1.192 1.439 -0.941
*
```

- Total energy: -30158.6162 eV
- Energy above the lowest of the compared OMol25 structures with the same formula, charge and spin: 2.6 kcal per mole
- HOMO level (spin up / spin down): -5.42 / -10.45 eV
- HOMO-LUMO gap (spin up / spin down): 5.808 / 7.630 eV
- Molecular weight: 127.0 g/mol

---

Entry 13:
# C10H17O2PS

The molecule C10H17O2PS (ωB97M-V/def2-TZVPD, the OMol25 dataset).

```
! wB97M-V def2-TZVPD RIJCOSX def2/J DEFGRID3
* xyz 0 1
C -1.403 1.013 2.049
C -0.128 -1.172 -0.598
C 0.755 1.461 -0.025
C -1.347 -0.388 1.584
C 2.603 -0.503 0.606
C -1.156 -0.285 0.133
C -0.775 1.271 -0.116
C -2.493 -0.488 -0.548
C -1.238 1.856 -1.429
C 3.330 -1.823 0.491
O -1.551 1.814 0.902
O 2.778 -2.504 -0.601
P 1.425 -0.116 -0.613
S 2.246 0.140 -2.440
H -2.128 1.040 2.807
H -0.416 1.273 2.656
H 0.118 -2.186 -0.094
H -0.242 -1.291 -1.606
H 0.889 2.240 -0.800
H 0.937 1.632 1.031
H -1.956 -1.228 2.005
H 2.596 0.037 1.600
H -3.143 0.269 -0.317
H -2.998 -1.473 -0.164
H -2.530 -0.653 -1.571
H -0.663 1.509 -2.236
H -1.320 2.935 -1.391
H -2.163 1.669 -1.755
H 3.186 -2.621 1.302
H 4.383 -1.467 0.433
H 2.405 -1.960 -1.295
*
```

- Total energy: -34859.7647 eV
- Energy above the lowest of the compared OMol25 structures with the same formula, charge and spin: 109.7 kcal per mole
- HOMO level (spin up / spin down): -8.44 / -8.33 eV
- HOMO-LUMO gap (spin up / spin down): 8.170 / 7.324 eV
- Molecular weight: 232.3 g/mol

---

Entry 14:
# C8H6NO5V

C8H6NO5V as an isolated structure (ωB97M-V/def2-TZVPD, the OMol25 dataset).

```
! wB97M-V def2-TZVPD RIJCOSX def2/J DEFGRID3
* xyz 2 3
O -0.123 4.412 -5.685
C -0.158 4.379 -4.545
V -0.081 0.341 -1.592
O -0.173 2.707 0.421
C -0.132 1.948 -0.472
C -0.200 -3.064 -2.053
O -0.104 -4.097 -1.567
C 1.756 -0.173 -1.839
O 2.925 -0.151 -1.835
C -1.899 -0.214 -1.931
O -3.072 -0.277 -1.936
H 0.003 1.924 -1.755
C 0.418 -0.366 3.600
C -0.094 -1.453 2.616
C -0.064 -0.978 1.254
N -0.059 -0.565 0.170
H 1.480 -0.155 3.410
H 0.325 -0.690 4.644
H -0.159 0.564 3.490
H 0.540 -2.355 2.715
H -1.129 -1.737 2.887
*
```

- Total energy: -45785.8941 eV
- Energy above the lowest of the compared OMol25 structures with the same formula, charge and spin: 70.9 kcal per mole
- HOMO level (spin up / spin down): -18.27 / -18.26 eV
- HOMO-LUMO gap (spin up / spin down): 7.300 / 7.493 eV
- Molecular weight: 247.1 g/mol